13
Properties=species:S:1:pos:R:3:forces:R:3 method="wB97M-V/def2-TZVPD" orbital_gap_ha="0.2931 / 0.2932" relative_energy_ev=4.4481 total_charge=+1 homo_ev="-14.95 / -14.95" e_lumo_ev="-6.975 / -6.976"
N -0.659 0.616 -0.158 0.3 3.4 0.8
C -0.545 -0.753 -0.280 -0.5 -1.7 -3.1
C 0.841 -1.083 0.131 0.2 1.1 -1.1
C 1.487 0.298 0.287 2.1 -2.5 -0.6
C 0.687 1.323 0.069 -2.3 -3.0 0.3
C -1.984 0.713 0.011 -0.9 -1.9 0.3
C -2.125 -0.649 0.423 2.6 1.1 0.0
H 1.011 -1.668 0.954 -0.1 -1.1 2.8
H -2.789 1.394 0.016 0.0 1.6 -0.4
H -0.688 -0.989 -1.383 -0.2 -0.2 1.5
H 1.305 -1.755 -0.581 0.4 0.4 -0.8
H 0.861 2.347 0.080 -0.3 1.6 0.0
H 2.599 0.205 0.433 -1.3 1.0 0.1


13
Properties=species:S:1:pos:R:3:forces:R:3 method="wB97M-V/def2-TZVPD" orbital_gap_ha="0.3063 / 0.3063" relative_energy_ev=4.5596 total_charge=+1 homo_ev="-13.43 / -13.43" e_lumo_ev="-5.093 / -5.092"
N 0.792 -0.792 -0.221 1.2 0.9 2.4
C 0.106 -1.226 -1.114 -2.2 0.6 -2.2
C 1.240 -0.593 2.117 1.0 -0.4 2.9
C -2.381 0.736 -1.526 3.1 0.2 -1.1
C -1.606 1.461 -2.346 -0.9 -0.4 0.1
C -1.058 0.383 -1.699 1.2 -1.4 0.9
C 1.599 -0.586 0.755 2.5 0.5 -3.7
H -3.209 0.501 -1.005 -2.9 -0.5 1.4
H 0.217 -0.734 2.249 -1.8 0.1 0.2
H 1.698 -1.367 2.771 0.2 -0.2 -1.0
H 2.656 -0.321 0.356 -1.7 -0.5 1.1
H -1.681 2.274 -3.016 0.5 0.7 -0.6
H 1.626 0.264 2.679 -0.3 0.4 -0.5


14
Properties=species:S:1:pos:R:3:forces:R:3 method="wB97M-V/def2-TZVPD" orbital_gap_ha=0.3348 relative_energy_ev=3.2161 smiles="C1=Cc2[nH]ncc2C1" homo_ev=-8.10 e_lumo_ev=1.013
N -2.471 -0.071 -0.095 -0.1 3.0 0.3
N -1.654 -1.126 0.020 -1.0 -0.3 1.1
C -0.325 0.745 -0.003 -0.4 -0.2 2.4
C -1.714 1.094 -0.086 0.4 -2.9 0.6
C 0.890 -1.376 0.066 2.0 2.3 -1.1
C 1.783 -0.359 -0.139 2.6 1.2 0.4
C 1.168 1.158 0.156 0.3 -2.0 -2.3
C -0.348 -0.606 0.117 -1.9 -4.4 0.1
H 2.912 -0.376 -0.565 -2.8 -0.4 1.5
H 1.130 -2.442 -0.100 -0.6 0.8 0.2
H 1.731 1.725 1.033 -1.8 -1.2 -1.9
H -2.266 -2.058 0.372 3.1 3.3 -1.5
H -2.100 2.079 0.075 -0.7 0.1 -0.5
H 1.264 1.612 -0.850 1.0 0.6 0.7


15
Properties=species:S:1:pos:R:3:forces:R:3 method="wB97M-V/def2-TZVPD" orbital_gap_ha="0.3339 / 0.1919" relative_energy_ev=4.4400 homo_ev="-9.59 / -7.32" e_lumo_ev="-0.507 / -2.102"
O -0.404 -2.738 -2.399 0.0 0.9 0.6
N 2.765 -1.128 1.860 1.1 0.2 1.0
N 0.700 -1.008 0.630 -2.4 -0.2 -2.2
C -1.077 0.359 -0.650 1.2 -1.3 0.2
C 0.530 1.347 1.019 1.8 2.4 -0.4
C -0.701 -1.683 -2.018 0.3 -1.8 -0.8
C -0.164 0.131 0.531 -0.3 -0.7 1.0
C -1.287 -0.531 -1.721 -0.8 2.9 -1.0
C 1.732 -0.954 1.362 0.6 -0.7 -0.3
H -1.698 1.231 -0.684 0.1 0.4 0.4
H -0.901 -0.111 1.310 -0.5 -0.2 0.3
H -1.799 0.026 -2.610 0.7 -1.7 1.4
H 1.264 1.628 0.207 -1.1 0.4 0.6
H 1.242 1.311 1.879 -1.0 -0.9 -0.3
H -0.200 2.122 1.285 0.4 0.2 -0.5


16
Properties=species:S:1:pos:R:3:forces:R:3 method="wB97M-V/def2-TZVPD" orbital_gap_ha=0.3397 relative_energy_ev=2.1903 smiles="NC(=O)c1cncc(O)c1" homo_ev=-9.12 e_lumo_ev=0.125
O -0.674 -2.401 1.653 1.7 1.9 0.7
O 1.587 2.378 -1.223 0.3 0.4 -0.4
N -1.275 1.688 0.826 -0.2 -0.2 -0.8
N -0.227 -2.672 -0.375 -0.2 -1.7 0.6
C -0.342 2.319 0.120 0.2 -0.1 0.2
C -1.212 0.362 0.940 0.1 -0.3 0.2
C 0.809 0.264 -0.346 -0.1 0.4 0.2
C -0.120 -0.379 0.478 1.3 0.3 -0.5
C -0.068 -1.861 0.680 -5.4 -0.8 1.7
C 0.735 1.649 -0.476 -0.7 -0.6 0.0
H -0.476 3.388 -0.069 0.2 -0.3 0.3
H -0.835 -3.478 0.278 2.6 1.6 -2.9
H 1.508 -0.298 -0.970 0.2 0.1 0.5
H -2.117 -0.156 1.264 0.5 0.2 0.6
H 0.502 -2.623 -1.076 -0.4 -1.0 -0.5
H 2.206 1.819 -1.704 0.0 -0.1 0.1


19
Properties=species:S:1:pos:R:3:forces:R:3 method="wB97M-V/def2-TZVPD" orbital_gap_ha=0.3189 relative_energy_ev=7.9428 smiles="O=[N+]([O-])C1([N+](=O)[O-])C=CC=C[C@H]1O" homo_ev=-9.51 e_lumo_ev=-0.834
O 2.596 -1.723 -1.286 0.9 0.0 0.2
O -1.345 -0.858 -2.244 -2.5 -0.9 -0.4
O 1.364 -2.065 -3.007 -0.3 0.3 -0.5
O -0.464 -2.640 -0.192 1.5 0.6 0.7
O -0.185 0.602 -3.303 0.3 0.1 0.1
N 1.646 -1.489 -1.992 -0.2 -0.1 1.2
N -0.371 -0.207 -2.432 1.4 -0.5 0.7
C -0.835 -0.460 0.844 -2.5 3.0 1.6
C -0.715 0.938 0.842 0.3 -2.9 -0.3
C 0.028 -1.377 0.082 2.7 0.8 -2.2
C 0.690 -0.530 -1.354 -1.5 -0.1 1.1
C 1.135 0.809 -0.866 -0.6 -1.0 0.4
C 0.378 1.435 0.044 1.8 1.5 -0.6
H -1.256 1.727 1.403 0.0 -1.3 -0.2
H 1.902 1.335 -1.374 0.6 0.3 -0.5
H -1.659 -0.935 1.475 1.3 0.6 -0.9
H -1.347 -2.514 -0.472 -1.6 0.0 -0.8
H 0.730 2.475 0.132 -0.6 -0.3 0.5
H 1.030 -1.481 0.579 -0.8 -0.1 -0.2